1.
Entry from the Open Molecules 2025 dataset: a cluster of 2 separate species, C6H7NO in total in a non-equilibrium geometry (the ωB97M-V functional and the def2-TZVPD basis).

For the HOMO energy, the calculation gives -9.620 eV. The multiplicity is 1. For the LUMO energy, the calculation gives -0.0031 Ha. As for the total charge: 0. As for the max |F|: 0.0624 hartree/bohr. Its total energy is -9870.188 eV.

```
15
Properties=species:S:1:pos:R:3:forces:R:3:nbo_charge:R:1
C 0.95925 0.87533 1.70274 -0.41 -1.73 -2.67 0.009
C -1.67055 0.53987 -0.36463 0.70 -0.35 -0.17 -0.145
C -0.40967 0.89824 -0.62109 -0.90 -0.06 -0.12 -0.283
C -1.65798 -0.82152 0.25166 -0.60 0.19 0.13 -0.118
C 0.46355 -0.16867 -0.16064 0.04 0.16 1.90 0.525
C 1.82905 -0.45743 -0.68368 -0.10 -0.15 0.17 -0.677
N 1.16255 1.41174 2.69303 0.23 0.75 1.28 -0.499
O -0.29423 -1.22380 0.21513 1.05 0.65 -0.51 -0.465
H -2.56966 1.09888 -0.52611 -0.19 0.20 -0.08 0.233
H -0.04937 1.81915 -1.03484 0.09 0.19 -0.03 0.248
H -2.00142 -0.80419 1.29517 0.13 0.02 -0.07 0.222
H -2.25457 -1.55896 -0.29661 0.12 0.08 0.08 0.215
H 1.74297 -0.89534 -1.68018 -0.13 -0.01 -0.04 0.233
H 2.33824 -1.16949 -0.04028 0.00 0.03 0.04 0.253
H 2.41184 0.45619 -0.74967 -0.04 0.04 0.07 0.249
```
Forces are in eV/Å.



2.
Entry from the Open Molecules 2025 dataset: a cluster of 2 separate species, C4H12OP in total in a non-equilibrium geometry (the ωB97M-V functional and the def2-TZVPD basis).

For the HOMO energy (spin up / spin down), the calculation gives -13.576 / -13.576 eV. The multiplicity is 1. For the LUMO energy (spin up / spin down), the calculation gives -0.1974 / -0.1973 Ha. As for the total charge: +1. As for the max |F|: 0.0923 hartree/bohr. Its total energy is -15669.416 eV.

```
18
Properties=species:S:1:pos:R:3:forces:R:3:nbo_charge:R:1
C -0.35717 -2.16992 -0.81134 -2.98 3.34 1.58 -0.232
C 0.35072 -0.06932 1.82747 -0.42 1.32 0.04 -1.004
C -2.00874 1.24046 -1.06827 1.65 -0.30 3.39 -0.432
C 1.97799 1.17400 -0.25569 -2.83 1.41 -0.05 -0.938
O 0.55187 -1.04724 -0.83614 1.57 0.06 -0.12 -0.808
P 0.40321 0.29827 0.04941 -2.54 0.10 -1.50 1.511
H -0.53130 -2.73129 -1.70337 0.79 0.15 -0.88 0.232
H -1.31113 -1.55281 -0.59252 0.52 -1.86 -0.31 0.160
H -0.18305 -2.79436 0.02927 0.44 -0.59 0.63 0.203
H 0.53482 0.92659 2.36183 -0.32 -1.39 -0.63 0.280
H 1.22193 -0.70103 1.93379 0.18 -0.39 0.57 0.261
H -0.59916 -0.53354 2.17607 0.83 0.29 -0.30 0.281
H -2.67096 1.14216 -0.11708 1.18 0.29 -1.98 0.231
H -1.95747 0.36444 -1.71048 -0.18 0.60 -0.31 0.214
H -1.60412 2.25844 -1.29609 -0.62 -1.25 -0.16 0.233
H 2.42982 1.14597 0.68475 1.29 -0.05 1.35 0.251
H 1.79742 2.24665 -0.53266 0.25 -1.15 -0.03 0.280
H 2.42699 0.57533 -0.98246 1.19 -0.55 -1.27 0.276
```
Forces are in eV/Å.



3.
Entry from the Open Molecules 2025 dataset: a cluster of 2 separate species, C5H7NO2 in total in a non-equilibrium geometry (the ωB97M-V functional and the def2-TZVPD basis).

For the HOMO energy, the calculation gives -8.167 eV. The multiplicity is 1. For the LUMO energy, the calculation gives 0.0209 Ha. As for the total charge: 0. As for the max |F|: 0.0889 hartree/bohr. Its structure (SMILES) is C#CC=C(O)O.C=N. Its total energy is -10879.584 eV.

```
15
Properties=species:S:1:pos:R:3:forces:R:3:nbo_charge:R:1
C 1.18124 2.52922 0.00700 -1.28 -1.12 -0.26 -0.264
C 0.31145 1.77299 -0.35607 0.75 0.22 0.70 -0.018
C -0.66652 0.83983 -0.73435 -0.50 0.22 -0.17 -0.517
C -1.41222 0.08386 0.07956 0.78 1.58 1.38 0.666
O -2.44035 -0.60280 -0.38812 -2.06 -2.76 3.01 -0.658
O -1.27341 0.10286 1.43223 -1.71 -1.06 -0.81 -0.694
H 1.75594 3.21031 0.53400 0.90 0.88 0.28 0.226
H -1.07115 0.93088 -1.69939 -0.11 -0.20 -1.41 0.239
H -2.86005 -1.20096 0.41449 1.69 2.33 -2.89 0.511
H -0.36655 0.15840 1.68376 1.42 0.13 0.14 0.517
C 1.07346 -1.63712 -0.49372 -0.34 -0.14 0.58 -0.007
N 1.52674 -1.49857 0.64801 -1.35 0.53 3.04 -0.652
H 0.02131 -1.72432 -0.69122 -0.33 -0.38 0.08 0.160
H 1.72674 -1.65675 -1.27385 1.55 0.00 -2.87 0.140
H 2.49335 -1.30784 0.83765 0.61 -0.24 -0.79 0.351
```
Forces are in eV/Å.



4.
Entry from the Open Molecules 2025 dataset: a cluster of 2 separate species, C4H12N3 in total in a non-equilibrium geometry (the ωB97M-V functional and the def2-TZVPD basis).

For the HOMO energy (spin up / spin down), the calculation gives -11.794 / -11.682 eV. The multiplicity is 1. For the LUMO energy (spin up / spin down), the calculation gives -0.1289 / -0.1254 Ha. As for the total charge: +1. As for the max |F|: 0.1009 hartree/bohr. Its total energy is -8800.867 eV.

```
19
Properties=species:S:1:pos:R:3:forces:R:3:nbo_charge:R:1
C -1.02866 2.52607 0.54882 -2.63 2.45 -1.66 -0.472
C -0.37060 1.57799 1.10716 1.04 -2.96 -1.60 -0.215
C 0.07670 0.13467 -1.82577 -0.76 1.23 0.89 -0.681
C 0.03781 -0.40451 -0.36959 2.31 4.60 -0.62 0.349
N 1.49597 -0.62142 -0.05215 0.53 -0.91 1.43 -0.774
N -0.64870 -1.46695 0.02736 -0.14 -2.25 1.97 -0.482
N -0.12979 -2.02596 1.29737 -0.57 0.51 -1.29 -0.683
H -1.19732 3.58909 0.87947 0.64 -1.11 0.47 0.241
H -1.72150 2.45611 -0.36749 1.47 -0.58 1.01 0.225
H 0.23419 1.37378 1.96605 0.11 0.44 0.36 0.196
H 0.85598 -0.38011 -2.40053 -0.36 -0.09 -0.07 0.214
H 0.32772 1.22974 -1.78741 0.06 -1.03 0.12 0.258
H -0.86669 0.14001 -2.37168 -0.05 -0.49 0.18 0.259
H 1.88512 0.24438 0.37415 -0.38 -0.95 0.23 0.454
H 1.51229 -1.55867 0.61758 -0.13 2.61 -1.21 0.490
H -1.63550 -1.38982 -0.10685 -0.66 -0.17 0.26 0.410
H 2.04202 -0.71716 -0.91555 -0.15 -0.48 0.16 0.426
H -0.51122 -1.72934 2.21058 -0.32 0.58 -0.96 0.394
H -0.35780 -2.97789 1.16847 0.00 -1.38 0.33 0.389
```
Forces are in eV/Å.